Entry 1:
{
  "formula": "C38H49HgN3O4S2",
  "method": "ωB97M-V with the def2-TZVPD basis set",
  "elements": ["Hg", "C", "C", "C", "C", "C", "C", "C", "N", "C", "C", "C", "C", "C", "C", "O", "C", "C", "C", "C", "C", "C", "C", "C", "C", "O", "C", "C", "C", "C", "C", "C", "H", "H", "H", "H", "H", "H", "H", "H", "H", "H", "H", "H", "H", "H", "H", "H", "H", "H", "H", "H", "H", "H", "H", "H", "H", "H", "H", "H", "H", "H", "H", "H", "H", "H", "H", "H", "H", "H", "H", "H", "O", "C", "C", "C", "C", "C", "C", "C", "O", "N", "N", "C", "S", "C", "C", "S", "H", "H", "H", "H", "H", "H", "H", "H", "H"],
  "coordinates": [[0.296, 0.532, 1.691], [-3.976, -3.975, -3.397], [-2.725, -3.093, -3.433], [-1.538, -3.979, -3.837], [-2.933, -2.015, -4.509], [-2.450, -2.416, -2.089], [-1.297, -1.691, -1.916], [-1.014, -0.999, -0.714], [0.025, -0.173, -0.492], [0.950, 0.316, -1.367], [0.785, 0.390, -2.766], [1.789, 0.834, -3.593], [2.985, 1.255, -2.989], [3.175, 1.322, -1.622], [2.135, 0.868, -0.753], [2.244, 0.940, 0.533], [4.482, 1.865, -1.036], [4.176, 3.036, -0.088], [5.446, 2.383, -2.106], [5.189, 0.730, -0.281], [1.649, 0.903, -5.114], [0.313, 0.333, -5.593], [2.770, 0.084, -5.772], [1.749, 2.362, -5.581], [-1.880, -1.231, 0.439], [-1.532, -0.846, 1.606], [-3.124, -1.900, 0.216], [-3.371, -2.458, -1.022], [-4.133, -2.003, 1.362], [-5.446, -2.653, 0.921], [-4.465, -0.597, 1.887], [-3.545, -2.855, 2.499], [-4.094, -4.477, -4.360], [-4.878, -3.389, -3.215], [-3.898, -4.741, -2.622], [-1.748, -4.482, -4.785], [-1.353, -4.739, -3.075], [-0.624, -3.398, -3.961], [-3.121, -2.472, -5.485], [-2.054, -1.374, -4.594], [-3.786, -1.382, -4.252], [-0.554, -1.679, -2.699], [-0.186, 0.155, -3.172], [3.788, 1.578, -3.637], [3.712, 3.853, -0.646], [5.101, 3.409, 0.365], [3.494, 2.722, 0.700], [5.006, 3.198, -2.686], [5.760, 1.593, -2.792], [6.343, 2.767, -1.614], [4.512, 0.273, 0.435], [6.067, 1.106, 0.256], [5.518, -0.036, -0.988], [0.207, -0.714, -5.298], [0.259, 0.385, -6.683], [-0.531, 0.894, -5.188], [2.740, -0.949, -5.422], [3.756, 0.490, -5.537], [2.654, 0.087, -6.860], [0.924, 2.949, -5.172], [1.710, 2.421, -6.673], [2.683, 2.818, -5.246], [-4.304, -2.979, -1.170], [-5.912, -2.101, 0.101], [-6.141, -2.653, 1.764], [-5.302, -3.690, 0.608], [-4.891, 0.014, 1.087], [-3.571, -0.100, 2.258], [-5.198, -0.663, 2.697], [-3.342, -3.869, 2.144], [-4.254, -2.915, 3.331], [-2.616, -2.418, 2.860], [-0.178, 2.888, 6.987], [-1.391, 2.333, 6.715], [-2.400, 2.341, 7.674], [-3.660, 1.839, 7.389], [-3.932, 1.339, 6.126], [-2.921, 1.321, 5.176], [-1.640, 1.785, 5.452], [-0.605, 1.587, 4.383], [-1.006, 1.644, 3.180], [0.592, 1.265, 4.808], [1.441, 0.883, 3.783], [2.671, 0.969, 4.096], [3.960, 0.305, 3.113], [5.254, 0.565, 4.359], [4.891, 1.819, 5.124], [3.160, 1.658, 5.655], [-0.189, 3.213, 7.894], [-2.186, 2.748, 8.658], [-4.424, 1.840, 8.157], [-4.916, 0.961, 5.884], [-3.097, 0.924, 4.185], [6.201, 0.664, 3.829], [5.291, -0.300, 5.022], [4.973, 2.697, 4.482], [5.510, 1.953, 6.012]],
  "forces_ev_per_a": [[0.14, 0.05, -0.03], [0.04, 0.00, 0.00], [-0.01, -0.02, -0.03], [-0.02, 0.00, 0.03], [0.00, -0.03, 0.01], [0.03, 0.05, -0.02], [0.02, -0.04, 0.00], [0.10, 0.12, 0.02], [-0.23, -0.09, 0.16], [0.13, 0.02, -0.10], [-0.05, 0.02, 0.13], [0.04, 0.03, -0.02], [-0.06, 0.03, 0.02], [0.10, 0.06, -0.17], [-0.14, 0.01, -0.04], [0.12, -0.12, 0.02], [-0.10, -0.04, 0.11], [-0.01, -0.05, 0.05], [-0.01, -0.02, 0.01], [-0.01, -0.01, 0.00], [0.01, 0.01, 0.02], [0.03, 0.01, 0.02], [-0.02, 0.01, 0.01], [0.00, -0.03, 0.00], [0.13, -0.01, 0.10], [-0.23, -0.09, -0.06], [-0.08, -0.09, -0.08], [-0.01, 0.01, 0.07], [0.07, -0.01, 0.05], [0.03, 0.02, 0.00], [-0.01, 0.00, -0.01], [0.01, 0.04, -0.01], [-0.01, 0.01, 0.00], [0.00, -0.01, 0.02], [-0.02, 0.00, -0.01], [0.01, 0.01, 0.00], [0.01, 0.00, -0.01], [0.00, -0.01, 0.01], [0.00, 0.01, 0.01], [-0.01, 0.00, -0.01], [0.01, 0.01, -0.01], [-0.01, 0.06, -0.03], [0.01, -0.09, -0.02], [0.02, 0.04, -0.01], [0.01, 0.03, 0.00], [0.01, 0.00, -0.03], [0.07, 0.04, -0.02], [0.01, -0.01, -0.01], [-0.01, 0.01, -0.01], [-0.01, 0.01, 0.00], [0.01, 0.01, 0.00], [-0.01, 0.01, -0.03], [0.02, 0.00, 0.01], [-0.03, 0.01, -0.01], [0.00, 0.00, 0.00], [-0.01, -0.02, -0.01], [0.01, 0.00, -0.01], [-0.01, -0.01, 0.00], [0.02, 0.01, 0.00], [0.01, 0.01, 0.00], [-0.01, 0.01, 0.01], [0.00, 0.00, -0.02], [0.00, 0.01, -0.01], [-0.01, -0.02, 0.00], [0.00, -0.01, 0.00], [-0.01, 0.01, -0.01], [-0.02, 0.00, 0.01], [0.00, -0.01, -0.03], [0.00, 0.00, 0.00], [-0.01, 0.00, 0.01], [-0.01, -0.01, -0.02], [-0.02, -0.02, 0.01], [0.08, -0.04, 0.03], [-0.11, 0.01, -0.02], [-0.02, 0.02, 0.05], [0.05, -0.01, 0.00], [-0.01, 0.00, -0.02], [-0.04, -0.01, 0.01], [0.11, -0.01, 0.01], [-0.07, -0.09, -0.08], [-0.07, 0.19, -0.07], [0.07, 0.09, 0.09], [0.10, -0.11, -0.03], [-0.18, -0.14, 0.31], [0.08, 0.19, -0.20], [-0.11, -0.09, -0.04], [-0.13, -0.05, 0.08], [0.07, 0.07, -0.17], [-0.02, -0.01, -0.04], [0.00, 0.02, -0.02], [-0.01, 0.04, -0.01], [0.02, -0.02, -0.01], [-0.01, 0.00, 0.00], [-0.01, -0.01, -0.01], [0.07, 0.03, 0.04], [0.09, 0.01, 0.02], [0.01, 0.00, -0.01]],
  "lowdin_charge": [1.28, -0.08, -0.56, -0.05, -0.04, -0.18, 0.01, -0.18, 0.04, -0.19, 0.01, -0.19, 0.00, -0.09, -0.31, -0.23, -0.54, -0.05, -0.08, -0.06, -0.56, -0.07, -0.06, -0.05, -0.30, -0.16, -0.10, 0.01, -0.54, -0.08, -0.04, -0.04, 0.08, 0.08, 0.09, 0.08, 0.09, 0.07, 0.08, 0.06, 0.09, 0.09, 0.09, 0.09, 0.09, 0.08, 0.06, 0.08, 0.08, 0.08, 0.02, 0.08, 0.08, 0.08, 0.08, 0.09, 0.09, 0.07, 0.08, 0.09, 0.08, 0.07, 0.08, 0.08, 0.08, 0.08, 0.09, 0.06, 0.08, 0.08, 0.08, 0.07, 0.05, -0.27, -0.04, -0.11, -0.09, -0.01, -0.07, -0.48, -0.14, 0.00, -0.15, -0.89, 0.94, -0.53, -0.55, 0.92, 0.10, 0.10, 0.10, 0.09, 0.10, 0.07, 0.07, 0.07, 0.07],
  "homo_ha": [-0.132, -0.151],
  "total_charge": -1,
  "largest_force_ha_per_bohr": 0.00747,
  "multiplicity": 2
}



Entry 2:
{
  "formula": "C38H50As2MnNOS3Te2",
  "method": "ωB97M-V with the def2-TZVPD basis set",
  "elements": ["Mn", "C", "C", "S", "C", "C", "S", "H", "H", "H", "H", "H", "H", "C", "As", "C", "C", "C", "C", "C", "C", "C", "As", "C", "C", "H", "H", "H", "H", "H", "H", "H", "H", "H", "H", "H", "H", "H", "H", "H", "H", "C", "C", "O", "N", "Te", "C", "C", "C", "C", "C", "C", "C", "C", "C", "C", "C", "C", "C", "C", "C", "C", "C", "C", "H", "H", "H", "H", "H", "H", "H", "H", "H", "H", "H", "H", "H", "H", "H", "H", "H", "H", "H", "H", "H", "H", "H", "H", "H", "Te", "C", "C", "C", "C", "S", "H", "H", "H"],
  "coordinates": [[-0.381, 0.298, 2.321], [-1.647, 2.949, 5.850], [-1.053, 2.397, 4.579], [-1.236, 0.676, 4.302], [-0.438, 3.148, 3.653], [-0.256, 4.638, 3.793], [0.157, 2.436, 2.178], [-2.153, 2.156, 6.404], [-2.383, 3.730, 5.635], [-0.885, 3.381, 6.508], [-0.289, 4.948, 4.841], [-1.048, 5.168, 3.255], [0.701, 4.948, 3.369], [-4.126, 0.572, 1.939], [-2.464, 0.100, 1.054], [-2.674, 0.812, -0.746], [-2.897, -1.793, 0.745], [-3.866, -2.188, -0.173], [-4.128, -3.534, -0.384], [-3.429, -4.496, 0.337], [-2.475, -4.105, 1.265], [-2.202, -2.755, 1.472], [-0.810, -2.084, 2.682], [0.584, -3.385, 2.303], [-1.506, -2.808, 4.364], [-4.958, 0.085, 1.430], [-4.228, 1.655, 1.918], [-4.052, 0.237, 2.972], [-2.535, 0.011, -1.472], [-1.922, 1.582, -0.881], [-3.657, 1.267, -0.850], [-4.412, -1.440, -0.737], [-4.873, -3.835, -1.111], [-3.625, -5.549, 0.171], [-1.930, -4.861, 1.820], [0.213, -4.399, 2.456], [1.438, -3.203, 2.947], [0.916, -3.249, 1.274], [-1.727, -3.872, 4.270], [-2.405, -2.258, 4.636], [-0.761, -2.647, 5.142], [2.478, -0.638, 3.828], [2.363, -0.686, 2.295], [3.388, -1.023, 1.639], [1.183, -0.380, 1.808], [1.831, 0.729, -0.851], [2.643, 1.418, -2.733], [3.636, 2.410, -2.709], [4.151, 2.996, -1.418], [4.169, 2.886, -3.908], [3.753, 2.403, -5.138], [4.337, 2.924, -6.426], [2.764, 1.427, -5.150], [2.201, 0.936, -3.976], [1.118, -0.105, -4.079], [2.250, -1.316, -1.288], [1.213, -2.242, -1.434], [-0.233, -1.887, -1.226], [1.515, -3.559, -1.786], [2.818, -3.977, -1.999], [3.131, -5.406, -2.361], [3.836, -3.049, -1.825], [3.580, -1.733, -1.456], [4.739, -0.816, -1.189], [3.494, -0.900, 4.125], [1.770, -1.326, 4.299], [2.220, 0.360, 4.182], [4.426, 2.212, -0.711], [3.388, 3.601, -0.924], [5.019, 3.631, -1.608], [4.938, 3.653, -3.871], [5.154, 3.621, -6.233], [3.581, 3.449, -7.016], [4.725, 2.110, -7.042], [2.411, 1.039, -6.103], [0.725, -0.152, -5.097], [0.303, 0.131, -3.393], [1.490, -1.095, -3.803], [-0.348, -1.249, -0.354], [-0.833, -2.789, -1.079], [-0.636, -1.347, -2.087], [0.700, -4.270, -1.891], [2.223, -5.947, -2.635], [3.593, -5.931, -1.521], [3.827, -5.459, -3.202], [4.869, -3.364, -1.951], [5.683, -1.357, -1.287], [4.640, -0.444, -0.166], [4.753, 0.030, -1.878], [-3.087, 4.151, 1.035], [-5.066, 4.105, 0.299], [-5.519, 3.838, -0.971], [-6.938, 3.825, -1.102], [-7.580, 4.078, 0.073], [-6.434, 4.329, 1.333], [-4.835, 3.666, -1.793], [-7.458, 3.631, -2.033], [-8.644, 4.121, 0.255]],
  "forces_ev_per_a": [[-0.23, -0.08, -0.14], [-0.01, 0.02, -0.02], [-0.10, -0.21, 0.08], [-0.13, 0.08, 0.34], [0.17, 0.15, -0.15], [-0.04, -0.03, 0.01], [-0.04, 0.07, 0.04], [0.01, 0.01, -0.01], [0.01, -0.01, 0.01], [0.00, 0.00, -0.01], [0.01, 0.01, -0.03], [0.02, 0.00, 0.02], [-0.02, -0.01, 0.01], [0.04, -0.03, 0.04], [0.20, 0.06, -0.01], [-0.03, -0.05, 0.02], [0.00, -0.01, 0.04], [-0.02, -0.03, -0.02], [0.01, 0.01, 0.01], [0.02, 0.02, 0.02], [-0.01, 0.00, 0.00], [-0.02, 0.03, -0.04], [-0.09, -0.02, 0.08], [-0.01, 0.01, -0.07], [0.05, 0.01, -0.01], [-0.02, 0.02, -0.02], [0.01, 0.06, 0.00], [-0.02, -0.03, 0.02], [0.02, 0.00, 0.00], [0.04, 0.06, -0.02], [-0.04, 0.02, -0.01], [-0.01, 0.00, -0.01], [0.00, 0.01, 0.00], [0.00, -0.01, 0.00], [-0.01, 0.00, 0.00], [0.00, -0.02, 0.00], [0.06, 0.04, 0.07], [0.01, 0.01, -0.02], [0.00, -0.02, 0.00], [-0.02, 0.01, -0.01], [0.01, 0.00, 0.01], [0.07, -0.03, -0.11], [-0.08, -0.09, -0.10], [-0.18, 0.14, 0.10], [0.54, -0.27, -0.07], [0.00, -0.04, 0.01], [0.04, 0.00, 0.05], [0.00, 0.03, 0.00], [-0.04, 0.01, -0.04], [0.01, -0.03, 0.01], [-0.04, -0.03, 0.01], [-0.01, 0.00, 0.02], [0.02, 0.00, 0.00], [-0.04, -0.07, -0.03], [0.05, 0.04, -0.05], [-0.02, -0.02, -0.06], [0.03, -0.05, 0.02], [0.04, -0.09, -0.10], [0.01, 0.01, 0.03], [-0.01, -0.02, 0.00], [-0.01, 0.02, 0.00], [0.01, -0.02, 0.01], [-0.01, 0.04, 0.02], [-0.02, 0.00, 0.00], [-0.03, 0.00, -0.01], [-0.04, -0.02, 0.01], [0.00, 0.05, 0.03], [0.02, -0.01, 0.01], [0.01, -0.02, 0.00], [-0.02, -0.01, 0.01], [-0.01, -0.01, 0.00], [-0.01, -0.01, 0.00], [0.01, 0.00, 0.00], [0.00, 0.01, 0.00], [0.01, 0.01, 0.02], [0.00, 0.00, 0.01], [0.01, 0.01, -0.02], [-0.02, 0.05, -0.03], [0.00, 0.07, 0.09], [0.02, 0.03, -0.02], [0.00, 0.02, 0.03], [0.01, 0.01, 0.00], [0.02, 0.01, 0.00], [-0.01, 0.01, -0.01], [-0.02, 0.00, 0.02], [-0.02, 0.01, 0.00], [-0.02, 0.00, 0.00], [0.01, 0.01, 0.00], [0.00, 0.00, 0.00], [-0.12, 0.15, -0.06], [0.00, -0.06, -0.01], [-0.02, 0.01, -0.04], [0.04, -0.01, 0.01], [-0.02, -0.01, 0.00], [0.03, 0.00, 0.00], [-0.03, 0.00, 0.04], [0.01, 0.01, 0.01], [0.04, 0.00, -0.01]],
  "lowdin_charge": [-0.40, -0.15, -0.75, 0.60, -0.79, -0.15, 0.57, 0.04, 0.07, 0.06, 0.06, 0.03, 0.06, -0.28, 1.13, -0.29, -0.41, -0.11, -0.10, -0.11, -0.12, -0.39, 1.13, -0.25, -0.29, 0.03, -0.05, 0.01, 0.01, 0.00, 0.01, 0.10, 0.09, 0.09, 0.09, 0.02, 0.02, 0.03, 0.01, 0.01, 0.02, -0.05, -0.74, -0.12, -0.20, 1.48, -0.40, -0.32, -0.10, -0.03, -0.29, -0.07, -0.03, -0.29, -0.07, -0.39, -0.32, -0.09, -0.03, -0.28, -0.07, -0.02, -0.29, -0.08, 0.06, 0.04, 0.06, 0.05, 0.08, 0.07, 0.10, 0.06, 0.07, 0.07, 0.11, 0.07, 0.05, 0.08, 0.01, 0.08, 0.07, 0.11, 0.07, 0.07, 0.07, 0.11, 0.07, 0.05, 0.06, 0.53, -1.11, -0.30, -0.25, -0.49, 0.83, 0.08, 0.08, 0.04],
  "homo_ha": -0.041,
  "total_charge": -2,
  "largest_force_ha_per_bohr": 0.01171
}